Record 1
Density functional theory data (wB97M-V/def2-TZVPD) for C21H56GaN9O9P as an isolated structure in a non-equilibrium geometry.

Calculated values
E_HOMO, eV: -3.97
Molecular weight, u: 679.4
LUMO, eV: 1.80
Total charge: -1
Energy, hartree: -4270.0215

Each line ends with the Mulliken charge.
Geometry (Å):
Ga -1.3031 -0.0986 2.0236  0.291
P -1.6699 -1.7796 0.3679  0.488
O -0.4296 -1.7579 -0.7288  -0.487
O 6.1792 0.6207 -1.8411  -0.608
O 0.3967 -5.6429 6.5221  -0.634
O -3.3342 -6.6428 3.7970  -0.698
O -1.5027 -3.2623 1.1202  -0.488
O 2.1538 -1.9215 2.4264  -0.589
O -1.5469 8.1598 -3.2373  -0.641
O -1.2363 2.7564 0.2427  -0.476
O -5.9650 0.5515 -5.9856  -0.693
N -0.4191 8.4389 -5.1515  -0.157
N -3.0541 -1.7339 -0.3942  -0.669
N -1.3461 -5.6542 3.4683  0.206
N -0.2556 4.3588 -0.9826  -0.107
N 7.4636 -0.3995 -3.3656  -0.153
N 3.4477 -1.7325 0.6070  -0.057
N -4.2645 0.1099 -4.5890  -0.096
N -0.7175 -1.0106 3.6619  -0.545
N 0.4045 -4.1024 8.1453  -0.199
C -1.5730 8.2734 -4.4489  0.817
C -0.1635 -3.1084 9.0362  -0.854
C 2.9760 -1.2788 1.8023  0.717
C -2.6129 4.6237 -0.3274  -1.269
C 0.0974 -5.5010 3.5639  -0.822
C -2.1165 -6.6571 3.9410  0.730
C -1.3281 3.8248 -0.3192  0.673
C -1.4130 -7.7898 4.6517  -1.196
C 5.9896 1.4280 -4.0831  -1.326
C 4.4130 -1.1043 -0.2807  -0.856
C -5.5550 0.0015 -4.9681  0.723
C -0.1827 5.6123 -1.7101  -0.782
C -0.2523 8.5873 -6.5852  -0.840
C 3.5007 0.0432 2.3039  -1.402
C -0.2316 -4.8505 7.2076  0.793
C -3.6084 -0.4728 -3.4175  -0.691
C 8.0083 -0.6562 -4.6859  -0.850
C 6.5398 0.5306 -3.0001  0.786
C -6.4621 -0.8226 -4.0852  -1.208
C -2.8643 8.2345 -5.2311  -1.326
C -1.7189 -4.6460 7.0485  -1.013
H 7.7875 -0.9644 -2.5976  0.225
H -3.7126 0.6716 -5.2157  0.209
H 3.0225 0.2612 3.2526  0.301
H -2.9725 4.7678 -1.3474  0.353
H -2.0845 -5.2999 6.2646  -0.008
H 0.5649 3.7775 -0.9384  0.218
H -2.1584 -8.5125 4.9705  0.303
H 0.5361 -6.3290 4.1027  0.350
H 7.5781 0.0161 -5.4186  0.321
H -6.5063 -0.4019 -3.0810  0.357
H -6.1085 -1.8515 -4.0251  0.343
H 1.3939 -4.2805 8.1964  0.236
H 5.2709 2.1056 -3.6360  0.285
H 0.0115 -3.3967 10.0752  0.284
H -1.2098 8.5522 -7.0912  0.318
H -0.7091 -8.2831 3.9806  0.384
H -7.4591 -0.8173 -4.5141  0.289
H -2.8618 7.4046 -5.9380  0.363
H -2.7942 -1.1217 -3.7379  0.247
H -3.0155 9.1693 -5.7720  0.364
H -3.6843 8.0967 -4.5352  0.304
H -2.6393 0.7161 2.3564  -0.311
H -3.3589 4.0707 0.2334  0.253
H 3.0519 -2.6172 0.3342  0.239
H -2.2895 -3.3565 1.6705  0.160
H 3.9536 -0.9220 -1.2524  0.268
H 0.5203 -5.4563 2.5583  0.256
H 0.0600 -1.5992 3.3856  0.218
H 0.3781 7.7846 -6.9718  0.285
H 0.3732 -1.9660 -0.2277  0.252
H -1.4561 -1.6753 3.8744  0.122
H 0.4034 8.4542 -4.5708  0.228
H -1.8605 -4.9338 2.9918  0.051
H 7.7934 -1.6838 -4.9840  0.288
H 0.5886 6.2511 -1.2725  0.268
H 0.3363 -4.5761 4.0832  0.220
H 5.2686 -1.7689 -0.4176  0.258
H -0.1587 0.8949 1.5387  -0.197
H 0.0801 5.4159 -2.7532  0.264
H 0.2279 9.5420 -6.8078  0.284
H -1.1268 6.1407 -1.6843  0.263
H 6.7878 2.0135 -4.5407  0.376
H -2.4669 5.5975 0.1425  0.364
H 3.2599 0.8400 1.6005  0.362
H -3.5176 -2.6193 -0.2283  0.163
H -4.2955 -1.0509 -2.8155  0.258
H 0.3069 -2.1401 8.8598  0.290
H 5.4865 0.8405 -4.8514  0.370
H -2.2408 -4.8849 7.9762  0.415
H 9.0911 -0.5183 -4.6755  0.287
H 4.5818 -0.0005 2.4491  0.416
H 4.7630 -0.1634 0.1188  0.315
H -0.8745 -7.4176 5.5232  0.271
H -3.1953 0.3205 -2.7978  0.234
H -1.2301 -3.0106 8.8751  0.321
H -1.9339 -3.6152 6.7662  0.351

Record 2
Density functional theory data (wB97M-V/def2-TZVPD) for an isolated molecule of C2FN5 in a non-equilibrium geometry.

Calculated values
E_HOMO, eV: -11.63
Molecular weight, u: 113.1
LUMO, eV: -0.78
Total charge: 0
Energy, hartree: -449.6721
Relative energy (zero: lowest compared OMol25 entry of this formula, charge and spin), kJ/mol: 130.9

Each line ends with the natural charge from an NBO analysis.
Geometry (Å):
F -0.1934 -1.1351 -1.9822  -0.118
N -0.0420 1.0727 -1.4587  -0.005
N -0.0744 -1.5863 2.4872  -0.195
N 0.1747 1.1368 0.6440  -0.201
N -0.0014 -0.1631 -1.1009  0.205
N 0.0099 1.8077 -0.4963  -0.055
C -0.0211 -0.9940 1.5035  0.212
C 0.1476 -0.1387 0.4035  0.157

> Which of these has the lowest molecular weight?

C2FN5

> Which of these has the highest energy?

C2FN5

> Among the records above, which one has the lowest energy?

C21H56GaN9O9P